A single C15H12N2O4 molecule in a non-equilibrium geometry, computed with ωB97M-V/def2-TZVPD.

Output
- HOMO-LUMO gap (eV) = 8.9427
- charge = 0
- structure (SMILES) = COc1nn(-c2cccc(Oc3ccccc3)c2)c(=O)o1
- relative energy (zero: lowest compared OMol25 entry of this formula, charge and spin) (eV) = 1.457
- 2S+1 = 1
- DFT total energy (Ha) = -989.2275
- HOMO level (eV) = -8.35
- maximum force (eV/Å) = 6.7

Last column: natural (NBO) charge in e.
Cartesian coordinates (Å):
C1 -0.6178 4.7735 -2.9387  -0.27
O1 -0.0281 3.5519 -2.4623  -0.46
C2 -0.9199 2.6447 -1.9662  0.72
N1 -0.5292 1.6196 -1.2432  -0.30
N2 -1.6637 0.9274 -1.0132  -0.29
C3 -1.6956 -0.2988 -0.3006  0.23
C4 -2.8958 -0.8316 0.2928  -0.25
C5 -2.8840 -2.0449 1.0273  -0.20
C6 -1.6781 -2.7250 1.1871  -0.26
C7 -0.5006 -2.2653 0.5753  0.30
O2 0.6708 -2.9505 0.6837  -0.48
C8 1.7462 -2.2101 1.1260  0.29
C9 1.6454 -1.2798 2.1603  -0.27
C10 2.7671 -0.5837 2.6178  -0.19
C11 4.0113 -0.7855 2.0127  -0.23
C12 4.1083 -1.6777 0.9697  -0.19
C13 2.9987 -2.4373 0.5663  -0.25
C14 -0.5656 -1.0850 -0.1895  -0.31
C15 -2.7338 1.6316 -1.6060  0.83
O3 -3.9204 1.2560 -1.5942  -0.61
O4 -2.2494 2.7277 -2.1424  -0.43
H1 -1.4921 5.0692 -2.3732  0.19
H2 0.0902 5.5951 -2.8766  0.21
H3 -0.9366 4.6579 -4.0001  0.19
H4 -3.8627 -0.3059 0.2108  0.25
H5 -3.8010 -2.3852 1.5061  0.23
H6 -1.6487 -3.6734 1.7363  0.23
H7 0.6618 -1.1544 2.6419  0.23
H8 2.5669 0.1430 3.4236  0.22
H9 4.8452 -0.2138 2.3582  0.21
H10 5.0631 -1.7750 0.4729  0.22
H11 3.1046 -3.1702 -0.2129  0.22
H12 0.3434 -0.7447 -0.6497  0.24

Cartesian forces (eV/Å) of the 3 atoms listed first:
C -0.5 0.2 -1.1
O -1.8 -0.6 0.6
C 3.4 -0.8 1.4